Record 1
{"formula": "C5H4N2", "method": "the ωB97M-V functional and the def2-TZVPD basis", "homo_lumo_gap_ev": 9.717, "smiles": "N#Cc1ccc[nH]1", "homo_ev": -9.29, "energy_ev": -8227.3573, "symbols": ["N", "C", "C", "C", "C", "C", "N", "H", "H", "H", "H"], "coordinates": [[-2.9721, -1.6099, 0.7705], [-2.0158, -1.0066, 0.5635], [-0.7095, -0.4383, 0.4281], [0.4847, -0.1570, 1.1164], [1.4536, 0.2573, 0.1130], [0.9575, 0.6186, -1.0087], [-0.4724, 0.3325, -0.9227], [0.8386, -0.3269, 2.1461], [2.5159, 0.5833, 0.1602], [1.2367, 1.2430, -1.7711], [-1.3173, 0.5039, -1.5953]]}

=====

Record 2
{"formula": "C5H4N2", "method": "the ωB97M-V functional and the def2-TZVPD basis", "homo_lumo_gap_ev": [7.525, 7.319], "homo_ev": [-8.43, -8.30], "energy_ev": -8224.7864, "symbols": ["C", "C", "C", "N", "C", "C", "N", "H", "H", "H", "H"], "coordinates": [[-1.6955, -1.5004, 1.3883], [-1.1662, -0.9595, 0.4467], [-0.5305, -0.3181, -0.6473], [-0.3161, 1.0166, -0.6884], [1.0641, 0.9817, -0.7726], [1.8553, 0.4099, 0.2605], [2.5361, -0.0178, 1.1020], [-2.1628, -1.9763, 2.2235], [-0.2683, -0.8933, -1.5263], [-0.8865, 1.7192, -0.2295], [1.5705, 1.5379, -1.5569]]}

=====

Record 3
{"formula": "C5H4N2", "method": "the ωB97M-V functional and the def2-TZVPD basis", "homo_lumo_gap_ev": 10.518, "smiles": "C#CC1C=NN=C1", "homo_ev": -9.97, "energy_ev": -8225.1769, "symbols": ["C", "C", "C", "C", "N", "N", "C", "H", "H", "H", "H"], "coordinates": [[-1.9259, -1.6295, -0.5710], [-1.0652, -1.0029, -0.0105], [0.0230, -0.0832, 0.1687], [-0.0023, 1.3883, 0.1026], [1.1962, 1.8660, 0.3016], [2.0260, 0.8404, 0.6805], [1.3809, -0.2929, 0.6324], [-2.6678, -2.1663, -1.1140], [0.0330, 0.3085, -0.9618], [-0.8613, 2.0043, -0.1063], [1.8633, -1.2327, 0.8777]]}

=====

Record 4
{"formula": "C5H4N2", "method": "the ωB97M-V functional and the def2-TZVPD basis", "homo_lumo_gap_ev": 10.991, "smiles": "C#C[C@H]1N[C@H]1C#N", "homo_ev": -10.06, "energy_ev": -8226.4972, "symbols": ["C", "C", "C", "N", "C", "C", "N", "H", "H", "H", "H"], "coordinates": [[-0.1056, -1.0226, 2.0602], [-0.3295, -0.1434, 1.2684], [-0.5263, 0.8333, 0.2202], [0.6305, 1.3929, -0.4725], [-0.1830, 0.4101, -1.1779], [0.3152, -0.9395, -1.3611], [0.7231, -2.0144, -1.4881], [0.0957, -1.8207, 2.7403], [-1.3498, 1.5325, 0.3470], [1.4899, 0.9722, -0.1247], [-0.7603, 0.7997, -2.0117]]}

=====

Energy above the lowest of the compared OMol25 structures with the same formula, charge and spin values (in kcal per mole) by entry order: 49.3, 108.5, 99.5, 69.1.